No. 1
The following is a DFT calculation (ωB97M-V/def2-TZVPD) of C34H31IrN4PS as an isolated structure.

Values from the calculation:
- HOMO-LUMO gap (eV) = 7.183
- ΔE to the lowest compared entry with this formula, charge and spin (eV) = 0.070
- 2S+1 = 1
- HOMO level (eV) = -10.85
- LUMO level (eV) = -3.7
- maximum force (eV/Å) = 0.90
- net charge = +1

Atoms and positions in Å:
Ir 0.1767 0.0996 -0.4587
N -1.2759 -2.0176 2.9716
C -0.6730 -1.5964 1.8522
S -0.5138 0.1688 1.6746
N -0.2400 -2.4834 1.0036
N 0.3984 -1.9254 -0.0730
C 0.9808 -2.6910 -0.9313
C 0.9935 -4.1652 -0.8637
C 0.5479 -4.8968 -1.9641
C 0.5260 -6.2813 -1.9169
C 0.9695 -6.9421 -0.7806
C 1.4181 -6.2173 0.3149
C 1.4183 -4.8329 0.2823
C 1.6210 -1.9680 -2.0514
C 2.4798 -2.6164 -2.9238
C 3.0375 -1.9149 -3.9822
C 2.7117 -0.5820 -4.1320
C 1.8791 0.0131 -3.1986
N 1.3577 -0.6410 -2.1614
H -1.7124 -1.3625 3.5937
H -1.3979 -3.0046 3.1234
H 0.1967 -4.3829 -2.8507
H 0.1604 -6.8425 -2.7660
H 0.9668 -8.0233 -0.7489
H 1.7625 -6.7325 1.2013
H 1.7556 -4.2674 1.1393
H 2.7049 -3.6601 -2.7664
H 3.7061 -2.4080 -4.6744
H 3.1013 0.0122 -4.9460
H 1.6352 1.0626 -3.2809
C -0.4122 5.6306 -0.8996
C -1.5191 4.7266 -0.4327
C -2.7551 5.3121 -0.1714
C -3.8195 4.5885 0.3389
C -3.6615 3.2427 0.6280
C -2.4436 2.6368 0.3710
C -1.3817 3.3522 -0.1867
P 0.1152 2.4086 -0.6306
C 1.4914 3.2437 0.2093
C 1.1423 3.8913 1.3991
C 2.1087 4.4370 2.2256
C 3.4430 4.3408 1.8677
C 3.7961 3.6954 0.6942
C 2.8436 3.1240 -0.1433
C 3.3004 2.3844 -1.3653
C 0.0320 2.4757 -2.4660
C 0.5526 3.3750 -3.3844
C 0.3391 3.1806 -4.7448
C -0.4096 2.0992 -5.1828
C -0.9525 1.2085 -4.2655
C -0.7559 1.3951 -2.9049
C -1.3216 0.4783 -1.8603
H -0.7770 6.3147 -1.6656
H 0.4484 5.1002 -1.2884
H -0.0528 6.2315 -0.0610
H -2.8746 6.3713 -0.3659
H -4.7648 5.0809 0.5249
H -4.4745 2.6688 1.0512
H -2.3097 1.5918 0.6230
H 0.1014 3.9737 1.6830
H 1.8176 4.9347 3.1405
H 4.2106 4.7637 2.5018
H 4.8410 3.6198 0.4199
H 4.3681 2.5262 -1.5235
H 2.7784 2.7154 -2.2616
H 3.1176 1.3137 -1.2493
H 1.1775 4.1993 -3.0679
H 0.7683 3.8712 -5.4585
H -0.5750 1.9494 -6.2415
H -1.5480 0.3704 -4.6073
H -1.7291 -0.4418 -2.2803
H -2.1187 1.0001 -1.3272



No. 2
The following is a DFT calculation (ωB97M-V/def2-TZVPD) of C20H23N3O3 in the gas phase.

Values from the calculation:
- SMILES = COc1ccc(OCCCC(=O)NCCc2nc3ccccc3[nH]2)cc1
- HOMO-LUMO gap (eV) = 8.398
- ΔE to the lowest compared entry with this formula, charge and spin (eV) = 1.054
- 2S+1 = 1
- HOMO level (eV) = -7.68
- LUMO level (eV) = 0.7
- maximum force (eV/Å) = 0.79
- net charge = 0

Atoms and positions in Å:
C 6.3586 1.2475 -0.8674
H 6.0348 2.0032 -0.1437
O 5.2962 0.8237 -1.6836
C 4.2163 0.2327 -1.0856
C 3.1845 -0.1554 -1.9347
C 2.0404 -0.7520 -1.4421
C 1.9058 -0.9769 -0.0764
C 2.9408 -0.5958 0.7717
C 4.0838 0.0031 0.2794
H 4.8606 0.2868 0.9717
H 2.8276 -0.7725 1.8293
O 0.8266 -1.5594 0.5219
C -0.2717 -1.9258 -0.2825
C -1.3032 -2.5834 0.6293
H -1.5475 -1.8866 1.4342
H -0.8512 -3.4690 1.0792
C -2.5647 -2.9810 -0.1455
C -3.3695 -1.7448 -0.4962
O -3.2542 -1.1383 -1.5439
N -4.2342 -1.3680 0.4712
H -4.2079 -1.8368 1.3628
C -5.0074 -0.1513 0.3908
H -5.0114 0.1463 -0.6604
C -4.4216 0.9595 1.2702
C -2.9794 1.2224 0.9976
N -2.0966 1.4210 1.9326
C -0.9176 1.6967 1.2834
C 0.3406 2.0077 1.7845
C 1.3421 2.2733 0.8752
C 1.1182 2.2259 -0.5017
C -0.1194 1.9047 -1.0211
C -1.1329 1.6452 -0.1137
N -2.4646 1.3483 -0.2631
H -2.9199 1.0928 -1.1257
H -0.2926 1.8612 -2.0860
H 1.9353 2.4389 -1.1739
H 2.3301 2.5251 1.2309
H 0.5123 2.0452 2.8482
H -4.5086 0.6982 2.3260
H -4.9929 1.8771 1.1031
H -6.0366 -0.3583 0.6988
H -3.1717 -3.6585 0.4564
H -2.2812 -3.4867 -1.0693
H -0.7014 -1.0421 -0.7713
H 0.0415 -2.6378 -1.0596
H 1.2595 -1.0271 -2.1326
H 3.2949 0.0250 -2.9924
H 6.8179 0.4084 -0.3340
H 7.0916 1.6878 -1.5419



No. 3
The following is a DFT calculation (ωB97M-V/def2-TZVPD) of a 2-piece molecular cluster, C10H13NO overall.

Values from the calculation:
- SMILES = CCc1c[nH]c2ccccc12.O
- HOMO-LUMO gap (eV) = 8.442
- ΔE to the lowest compared entry with this formula, charge and spin (eV) = 0.198
- 2S+1 = 1
- HOMO level (eV) = -7.76
- LUMO level (eV) = 0.7
- maximum force (eV/Å) = 1.86
- net charge = 0

Atoms and positions in Å:
C 0.3713 1.6005 1.6778
C 0.9775 0.9140 0.6929
C -0.8100 0.5917 -2.6419
C -2.0420 1.1588 -2.1759
C 0.2060 0.4042 -1.6937
C -2.1920 1.6894 -0.8492
C 0.0862 0.9586 -0.4062
C -1.0691 1.6203 -0.0013
N -0.8298 2.1250 1.2986
C 1.9719 -1.1209 1.7273
C 2.2746 0.1134 0.9193
H 0.7002 1.7036 2.7119
H -0.6651 0.2143 -3.6627
H -2.8942 1.2667 -2.8598
H 1.1113 -0.1679 -1.9364
H -3.0664 2.2848 -0.5551
H -1.4007 2.7838 1.8339
H 2.9117 -1.6971 1.7645
H 1.2164 -1.7147 1.1857
H 1.6178 -0.9583 2.7592
H 3.0089 0.7358 1.4661
H 2.7427 -0.2003 -0.0336
O -1.7110 -5.0000 -0.2799
H -0.7638 -5.2473 -0.3799
H -1.7525 -4.0581 -0.5617



No. 4
The following is a DFT calculation (ωB97M-V/def2-TZVPD) of C3H3N3O as an isolated structure.

Values from the calculation:
- HOMO-LUMO gap (eV) = 9.695
- ΔE to the lowest compared entry with this formula, charge and spin (eV) = 4.357
- 2S+1 = 1
- HOMO level (eV) = -9.09
- LUMO level (eV) = 0.6
- maximum force (eV/Å) = 2.27
- net charge = 0

Atoms and positions in Å:
C 1.4796 0.2787 0.0285
C -0.1088 -0.9638 -0.0680
C -0.0595 0.3892 -0.1087
H 1.9949 0.5458 0.9844
H 2.0908 0.5811 -0.8618
H -1.8662 1.5608 -0.0594
N -1.3629 -1.5105 -0.0154
N -2.0930 -0.4235 0.0462
N -1.3569 0.6958 0.0293
O 1.2820 -1.1534 0.0249



No. 5
The following is a DFT calculation (ωB97M-V/def2-TZVPD) of a 2-piece molecular cluster, C5H14N2O overall.

Values from the calculation:
- SMILES = C=NCC.NCCO
- HOMO-LUMO gap (eV) = 10.168
- ΔE to the lowest compared entry with this formula, charge and spin (eV) = 3.006
- 2S+1 = 1
- HOMO level (eV) = -9.31
- LUMO level (eV) = 0.9
- maximum force (eV/Å) = 4.05
- net charge = 0

Atoms and positions in Å:
C -2.6058 1.3532 -0.6804
C -2.3274 0.1086 0.1231
C -1.1677 -1.9088 0.0735
N -1.4816 -0.8411 -0.6234
H -3.2489 2.0262 -0.1028
H -1.7031 1.8746 -0.9978
H -3.1790 1.0500 -1.4992
H -3.2532 -0.3551 0.4318
H -1.7971 0.3943 1.0746
H -1.5691 -2.1142 1.0563
H -0.6183 -2.6458 -0.4657
C 2.3327 -0.6148 0.7041
O 1.3242 -1.4720 1.2425
C 1.6361 0.4734 -0.2034
N 2.6124 1.4991 -0.5680
H 2.8786 -0.1006 1.4674
H 3.0530 -1.1816 0.1729
H 1.8097 -1.9743 1.9138
H 1.2430 0.0204 -1.0993
H 0.7690 0.9567 0.3061
H 2.0618 2.2632 -0.9949
H 3.2307 1.1885 -1.3313



No. 6
The following is a DFT calculation (ωB97M-V/def2-TZVPD) of C15H18ClIrNO4S4 as an isolated structure.

Values from the calculation:
- HOMO-LUMO gap (alpha / beta) (eV) = 7.091 / 4.697
- ΔE to the lowest compared entry with this formula, charge and spin (eV) = 0.000
- 2S+1 = 2
- HOMO level (alpha / beta) (eV) = -14.43 / -14.43
- LUMO level (alpha / beta) (eV) = -7.3 / -9.7
- maximum force (eV/Å) = 0.84
- net charge = +2

Atoms and positions in Å:
Ir -0.1758 0.1517 0.5575
S 0.8564 -2.6628 3.8987
C 2.3075 -1.8816 3.4441
C 2.1710 -0.9865 2.3973
C 0.8573 -0.8673 1.9416
C 0.0261 -1.7992 2.6731
C -1.3084 -2.0278 2.2321
C -2.2271 -2.8795 2.8377
C -3.4884 -3.0205 2.2749
C -3.7828 -2.3234 1.1198
C -2.8144 -1.4871 0.5535
N -1.6210 -1.3306 1.0985
H 3.2178 -2.1031 3.9847
H 3.0251 -0.4359 2.0418
H -1.9553 -3.4196 3.7350
H -4.2222 -3.6712 2.7305
H -4.7486 -2.4062 0.6418
H -3.0257 -0.9388 -0.3528
C 1.1042 2.9261 -2.3943
C 0.9218 3.1911 -0.9067
S 1.2732 1.9366 0.3701
C 2.8138 1.2154 -0.2417
C 2.6176 0.1012 -1.2518
S 1.0853 -0.8893 -1.0274
C 0.1949 -0.7472 -2.6233
C 0.4817 0.3917 -3.5946
S -0.1957 2.0283 -3.2736
H 2.0874 2.5277 -2.6458
H 1.0847 3.9212 -2.8458
H -0.0816 3.5455 -0.6789
H 1.6157 3.9796 -0.6004
H 3.3468 0.8870 0.6441
H 3.4012 2.0240 -0.6781
H 3.4363 -0.6157 -1.2188
H 2.5634 0.5000 -2.2588
H -0.8576 -0.7628 -2.3403
H 0.4280 -1.6977 -3.1078
H -0.0261 0.0889 -4.5147
H 1.5326 0.4530 -3.8786
O -2.2038 3.2321 -0.0106
Cl -2.4424 1.8725 0.2548
O -1.6286 1.0110 -0.7061
O -3.7946 1.4972 0.1624
O -1.8494 1.4721 1.5567



No. 7
The following is a DFT calculation (ωB97M-V/def2-TZVPD) of C4H11NO as an isolated structure.

Values from the calculation:
- HOMO-LUMO gap (eV) = 9.790
- ΔE to the lowest compared entry with this formula, charge and spin (eV) = 4.121
- 2S+1 = 1
- HOMO level (eV) = -9.01
- LUMO level (eV) = 0.8
- maximum force (eV/Å) = 3.68
- net charge = 0

Atoms and positions in Å:
C -0.1296 -0.0280 0.1600
C 1.4764 -0.5912 -0.6571
C -0.4808 1.4664 0.0446
C -1.1436 -0.8726 -0.5949
N -0.0428 -0.4953 1.5335
O 2.4977 0.2257 -0.2659
H 1.3466 0.6019 -0.0607
H -0.9393 -0.4414 2.0074
H 0.6364 0.0435 2.0628
H 1.2156 -0.5706 -1.7241
H 1.5151 -1.6041 -0.2374
H -0.5027 1.7882 -0.9993
H -0.8811 -1.9323 -0.5626
H -1.4565 1.6548 0.5039
H 0.2485 2.0918 0.5692
H -1.2231 -0.5618 -1.6381
H -2.1367 -0.7750 -0.1413



No. 8
The following is a DFT calculation (ωB97M-V/def2-TZVPD) of a 2-piece molecular cluster, C5H17N2Si overall.

Values from the calculation:
- HOMO-LUMO gap (eV) = 9.259
- ΔE to the lowest compared entry with this formula, charge and spin (eV) = 0.916
- 2S+1 = 1
- HOMO level (eV) = -12.17
- LUMO level (eV) = -2.9
- maximum force (eV/Å) = 4.85
- net charge = +1

Atoms and positions in Å:
C 2.6422 0.6854 0.6538
C 0.5357 1.5093 -1.2973
C 0.9715 -1.7703 -0.6842
C -2.3005 -1.0681 0.9507
C -2.1843 -0.5346 -0.3437
N 0.1109 0.0413 1.7181
N -2.6036 0.7434 -0.7856
Si 1.0568 0.0513 -0.1433
H 2.6270 0.5365 1.6470
H 3.4517 0.1418 0.1572
H 2.7109 1.6698 0.2686
H 0.5805 1.0511 -2.3915
H -0.3969 1.9655 -1.1311
H 1.2454 2.2939 -1.1403
H 2.0768 -1.9345 -0.8778
H 0.5377 -2.5768 -0.0621
H 0.4768 -1.7268 -1.7077
H -2.9654 -0.4893 1.6857
H -1.7760 -1.9745 1.1715
H -1.6118 -1.0691 -1.1314
H 0.5302 0.5182 2.4738
H -0.8756 0.4068 1.7536
H -3.2229 1.2374 -0.2467
H 0.1409 -0.9250 2.0161
H -2.8168 0.8022 -1.7439